1.
A molecular structure, C4H7NO. Source: the Open Molecules 2025 dataset; level of theory: ωB97M-V/def2-TZVPD.

LUMO level = 0.9 eV
total charge = 0
total energy = -7794.8222 eV
orbital gap = 10.340 eV
HOMO = -9.5 eV

Structure (XYZ):
```
13
C4H7NO, DFT ωB97M-V/def2-TZVPD
O -2.826 0.378 0.641
C -2.018 0.027 -0.194
N -1.076 -0.957 -0.023
C 0.640 -0.461 -0.544
C 1.578 -0.140 0.579
C 1.011 0.969 -0.276
H -1.968 0.485 -1.203
H -1.151 -1.444 0.864
H -0.003 -1.231 -1.018
H 1.173 -0.282 1.576
H 2.647 -0.366 0.504
H 1.685 1.518 -0.940
H 0.218 1.585 0.140
```



2.
A single C4H7NO molecule. Source: the Open Molecules 2025 dataset; level of theory: ωB97M-V/def2-TZVPD.

LUMO level = 0.7 eV
total charge = 0
total energy = -7796.7412 eV
orbital gap = 10.009 eV
HOMO = -9.3 eV

Structure (XYZ):
```
13
C4H7NO, DFT ωB97M-V/def2-TZVPD
C -1.247 1.426 -0.685
C -0.251 0.306 -0.644
O -0.041 -0.395 -1.614
C 0.445 0.039 0.583
C 0.704 -1.338 1.003
N 1.761 -1.009 0.136
H -0.757 2.312 -1.033
H -1.684 1.650 0.274
H -2.039 1.196 -1.369
H 0.455 0.819 1.332
H 0.014 -2.118 0.737
H 1.026 -1.384 2.032
H 1.613 -1.502 -0.753
```



3.
A single C4H7NO molecule. Source: the Open Molecules 2025 dataset; level of theory: ωB97M-V/def2-TZVPD.

LUMO level = 0.9 eV
total charge = 0
total energy = -7797.3399 eV
orbital gap = 10.525 eV
HOMO = -9.6 eV

Structure (XYZ):
```
13
C4H7NO, DFT ωB97M-V/def2-TZVPD
C 1.682 0.218 -0.368
N 0.247 0.234 -0.587
C -0.599 1.104 0.182
C -0.563 -0.359 0.467
C -1.543 -1.323 -0.107
O -1.711 -2.440 0.319
H 1.991 0.734 0.555
H 2.182 0.684 -1.221
H 2.009 -0.824 -0.307
H -0.143 1.741 0.942
H -1.438 1.554 -0.347
H -0.072 -0.680 1.387
H -2.057 -0.956 -1.020
```



4.
3 unconnected molecules or ions with the total composition C4H7NO. Source: the Open Molecules 2025 dataset; level of theory: ωB97M-V/def2-TZVPD.

LUMO level = 0.4 eV
total charge = 0
total energy = -7796.2817 eV
orbital gap = 10.672 eV
HOMO = -10.3 eV

Structure (XYZ):
```
13
C4H7NO, DFT ωB97M-V/def2-TZVPD
C -0.786 1.308 -0.814
C -1.795 0.441 -0.733
C 1.421 -1.514 0.369
O 1.844 -0.563 -0.246
C -1.621 -0.893 -0.225
N -1.488 -1.968 0.189
H -0.960 2.308 -1.200
H 0.226 1.051 -0.513
H 1.631 1.830 1.634
H -2.803 0.699 -1.044
H 1.346 -2.516 -0.088
H 1.082 -1.433 1.418
H 1.901 1.248 1.254
```



5.
A molecular structure, C4H7NO. Source: the Open Molecules 2025 dataset; level of theory: ωB97M-V/def2-TZVPD.

LUMO level = 0.5 eV
total charge = 0
total energy = -7795.6426 eV
orbital gap = 10.240 eV
HOMO = -9.7 eV

Structure (XYZ):
```
13
C4H7NO, DFT ωB97M-V/def2-TZVPD
C 1.788 -0.298 0.633
C 0.688 0.470 0.118
O 0.530 1.674 0.308
C -0.402 -0.376 -0.540
C -1.708 -0.183 0.142
N -1.442 0.396 -1.171
H 1.867 0.064 -0.726
H 1.871 -1.374 0.575
H 2.285 0.082 1.542
H -0.136 -1.335 -0.997
H -1.703 0.474 1.012
H -2.454 -0.975 0.158
H -1.183 1.380 -1.054
```



6.
A single C4H7NO molecule. Source: the Open Molecules 2025 dataset; level of theory: ωB97M-V/def2-TZVPD.

LUMO level = 0.5 eV
total charge = 0
total energy = -7797.2930 eV
orbital gap = 10.487 eV
HOMO = -10.0 eV

Structure (XYZ):
```
13
C4H7NO, DFT ωB97M-V/def2-TZVPD
C 0.800 -1.093 1.105
C 0.504 0.036 0.113
C -0.306 -0.208 -1.151
N -0.418 0.982 0.732
C -1.110 1.679 -0.026
O -1.948 2.438 -0.342
H 1.193 -0.646 2.028
H 1.543 -1.803 0.727
H -0.113 -1.635 1.369
H 1.451 0.524 -0.155
H 0.122 -0.448 -2.105
H -1.168 -0.865 -0.890
H -0.549 1.038 -1.405
```



7.
A single C4H7NO molecule. Source: the Open Molecules 2025 dataset; level of theory: ωB97M-V/def2-TZVPD.

LUMO level = 1.0 eV
total charge = 0
total energy = -7798.6509 eV
orbital gap = 10.584 eV
HOMO = -9.6 eV

Structure (XYZ):
```
13
C4H7NO, DFT ωB97M-V/def2-TZVPD
C -0.540 -1.517 -0.220
C -0.504 -0.004 -0.376
C -0.208 0.748 0.951
N 0.991 1.554 0.694
C 1.365 1.222 -0.467
O 0.635 0.353 -1.199
H -0.560 -2.005 -1.198
H 0.351 -1.866 0.316
H -1.425 -1.834 0.344
H -1.403 0.348 -0.896
H -1.013 1.409 1.301
H 0.048 0.011 1.702
H 2.264 1.582 -0.953
```



8.
A single C4H7NO molecule. Source: the Open Molecules 2025 dataset; level of theory: ωB97M-V/def2-TZVPD.

LUMO level = 0.8 eV
total charge = 0
total energy = -7796.3211 eV
orbital gap = 9.066 eV
HOMO = -8.2 eV

Structure (XYZ):
```
13
C4H7NO, DFT ωB97M-V/def2-TZVPD
C 1.837 0.002 0.035
C 0.390 0.353 -0.288
C -0.553 -0.768 0.092
N -1.784 -0.681 -0.226
C -2.897 -0.568 -0.726
O 0.009 1.583 0.316
H 2.485 0.838 -0.244
H 1.960 -0.183 1.109
H 2.165 -0.894 -0.503
H 0.289 0.545 -1.362
H -0.223 -1.634 0.663
H -0.037 1.429 1.269
H -3.641 -0.023 -0.134
```